(1)
Molecular formula: C27H33Cl9F18O12
Method: DFT, ωB97M-V with the def2-TZVPD basis set

Expectation value of S²   0.753
Gap between HOMO and LUMO (spin up / spin down)   2.9 / 7.6 eV
HOMO level (spin up / spin down)   -0.797 / -5.584 eV
LUMO (spin up / spin down)   2.055 / 2.053 eV

The geometry in ORCA input format:
```
! wB97M-V def2-TZVPD RIJCOSX def2/J DEFGRID3
* xyz -1 2
C -2.0929 3.5622 -1.1824
C -2.4060 2.2279 -1.6458
O -2.3244 1.1932 -0.6671
C -3.3056 0.7773 0.1166
O -4.3860 1.2809 0.0945
C -2.9760 -0.3943 1.0225
F -3.9100 -0.5525 1.9936
F -3.0024 -1.3497 0.1818
F -1.7085 -0.2014 1.5220
H -1.8214 4.2192 -2.0087
H -1.2725 3.5979 -0.4657
H -2.9824 4.0563 -0.7915
H -1.9574 1.9213 -2.5907
H -3.4830 2.2756 -1.8073
C -5.8230 1.8848 -3.3884
C -5.6550 1.2434 -4.7455
O -5.4172 -0.1816 -4.6476
C -4.1498 -0.5436 -4.4004
O -3.1726 0.1179 -4.2285
C -3.9074 -2.0526 -4.2079
F -3.8400 -2.3615 -2.8799
F -4.7925 -2.8300 -4.7766
F -2.7531 -2.5010 -4.6767
H -6.7576 1.5446 -2.9425
H -5.8023 2.9653 -3.5310
H -5.0482 1.6229 -2.6680
H -4.9265 1.8937 -5.2299
H -6.5695 1.4392 -5.3053
C -1.3614 -1.8060 5.1535
C 0.0736 -1.2922 5.3618
O 1.1482 -2.1489 5.1137
C 1.6691 -2.9475 5.9649
O 1.2483 -3.0424 7.1046
C 2.9389 -3.6368 5.4956
F 3.5291 -3.0349 4.4846
F 3.8790 -3.7666 6.4692
F 2.7015 -4.8619 5.1009
H -1.5513 -2.6775 5.7800
H -1.6137 -2.0012 4.1112
H -2.0838 -1.0386 5.4315
H 0.1421 -0.9756 6.4025
H 0.2893 -0.4615 4.6898
C 7.3705 4.1725 -2.1394
C 8.1030 3.6078 -0.9154
O 7.1533 2.8854 -0.1201
C 7.6007 2.0236 0.8890
O 8.8468 1.8220 1.0526
C 6.5216 1.3917 1.6859
F 6.1286 2.2701 2.5939
F 5.5561 0.8587 0.9113
F 7.0418 0.3741 2.3378
H 6.5306 4.6930 -1.6793
H 6.9850 3.4520 -2.8608
H 7.9319 4.9346 -2.6801
H 8.3836 4.4198 -0.2446
H 9.0189 3.0591 -1.1349
C -2.1849 -5.0067 -1.8146
C -2.4224 -4.3464 -0.4635
O -1.7074 -4.9294 0.6328
C -1.2319 -4.0732 1.5593
O -1.2987 -2.8202 1.4943
C -0.5314 -4.7824 2.6576
F 0.7303 -4.3394 2.9522
F -1.3025 -4.7005 3.7763
F -0.5987 -6.0697 2.4517
H -1.5185 -4.4305 -2.4564
H -3.1145 -5.1656 -2.3611
H -1.6987 -5.9816 -1.7797
H -3.4827 -4.4906 -0.2562
H -2.1926 -3.2851 -0.5585
C 1.5583 0.7027 1.7153
C 2.1811 -0.4245 0.8734
O 1.2191 -1.0329 0.0400
C 0.8074 -0.4114 -1.0562
O 1.0026 0.8136 -1.3194
C -0.0483 -1.2550 -1.9995
F 0.1496 -0.7980 -3.2923
F 0.1661 -2.5722 -1.9447
F -1.3739 -1.2592 -1.6772
H 1.1986 0.3575 2.6846
H 0.8135 1.2979 1.1871
H 2.3011 1.4691 1.9369
H 2.5434 -1.2160 1.5294
H 2.9863 -0.0008 0.2732
C 2.1581 3.7051 -0.4220
Cl 1.7499 3.8403 -2.1461
Cl 1.8600 5.3205 0.5030
Cl 3.8541 3.2508 -0.3359
H 1.5514 2.8620 -0.0915
C -2.2796 2.8521 3.7642
Cl -2.5923 4.6507 3.8294
Cl -2.4186 1.9916 5.3267
Cl -0.8777 2.4308 2.8061
H -3.0477 2.3551 3.1717
C -0.2009 0.9306 -6.2310
Cl 1.3972 0.2808 -5.9512
Cl -1.1887 -0.4247 -6.9482
Cl -0.2018 2.4165 -7.2971
H -0.6520 1.1601 -5.2656
*
```

***

(2)
Molecular formula: C32H33BrIN4O5W
Method: DFT, ωB97M-V with the def2-TZVPD basis set

Gap between HOMO and LUMO   5.4 eV
HOMO level   -16.725 eV
Energy above the lowest of the compared OMol25 structures with the same formula, charge and spin   0.0000 eV
LUMO   -11.353 eV

The geometry in ORCA input format:
```
! wB97M-V def2-TZVPD RIJCOSX def2/J DEFGRID3
* xyz 3 1
W 0.1943 0.8586 -0.4566
O -1.0737 3.1554 -3.6050
C -0.3658 2.6992 -2.7806
O -0.7903 1.7517 -1.8667
C 1.0764 2.9792 -2.5480
C 1.8994 3.8185 -3.2737
C 3.2368 3.9060 -2.8921
C 3.7095 3.1475 -1.8214
C 2.8114 2.3338 -1.1622
N 1.5401 2.2813 -1.5246
C 3.1089 1.3769 -0.0652
O 4.1430 1.1293 0.4373
O 1.9203 0.7436 0.2971
H 1.4980 4.3785 -4.1092
H 3.9129 4.5548 -3.4346
H 4.7456 3.1758 -1.5081
C 2.0321 -1.8336 1.6966
C 0.8567 -2.0683 0.7708
C -0.4662 -2.1329 1.4630
C -1.0116 -3.3491 1.8257
C -2.1777 -3.3917 2.5859
C -2.7834 -2.2179 2.9850
C -2.2753 -0.9660 2.6243
C -3.0144 0.2603 3.1199
C -2.8757 0.4582 4.6337
C -1.1149 -0.9586 1.8447
N -0.5266 0.3096 1.4430
C -0.3154 1.2189 2.3839
C -0.0312 2.4884 1.9462
C 0.2047 3.7182 2.5575
C 0.3235 4.6581 1.5227
C 0.1753 3.9745 0.3343
N -0.0478 2.6406 0.5671
H 2.9748 -1.7901 1.1502
H 2.0876 -2.6680 2.3990
H 1.9259 -0.9193 2.2801
H 1.0176 -2.9520 0.1599
H 0.7663 -1.2508 0.0054
H -0.5151 -4.2679 1.5375
H -2.6049 -4.3446 2.8699
H -3.6857 -2.2584 3.5841
H -4.0747 0.1410 2.8840
H -2.6960 1.1659 2.5980
H -3.2599 -0.4047 5.1762
H -3.4378 1.3328 4.9580
H -1.8345 0.5879 4.9388
H -0.3764 0.9620 3.4349
H 0.2535 3.9018 3.6213
H 0.4795 5.7206 1.6214
H 0.1865 4.3895 -0.6599
Br 0.6922 -4.0060 -2.6835
C 2.3847 -3.4599 -2.0698
C 3.2927 -4.4398 -1.6910
C 4.5510 -4.0877 -1.2182
C 4.9306 -2.7574 -1.1215
C 4.0499 -1.7580 -1.5099
C 2.7979 -2.1347 -1.9723
I 1.5847 -0.5873 -2.6790
H 3.0108 -5.4809 -1.7768
H 5.2438 -4.8687 -0.9345
H 5.9135 -2.4894 -0.7577
H 4.3507 -0.7213 -1.4683
C -4.6278 -0.4393 -2.1920
N -3.3940 -0.1932 -1.4024
C -3.6175 0.4821 -0.1191
C -2.2253 -0.5721 -1.7984
C -1.9736 -1.1338 -3.1512
O -1.1807 -0.4708 -0.9995
H -5.4524 -0.5093 -1.4893
H -4.5643 -1.3740 -2.7355
H -4.8035 0.3917 -2.8726
H -4.4875 1.1232 -0.2281
H -2.7651 1.0953 0.1517
H -3.8022 -0.2616 0.6511
H -2.8549 -1.1617 -3.7793
H -1.5438 -2.1313 -3.0619
H -1.2356 -0.4982 -3.6402
*
```

***

(3)
Molecular formula: C28H78N2O10
Method: DFT, ωB97M-V with the def2-TZVPD basis set

Gap between HOMO and LUMO   9.9 eV
HOMO level   -9.360 eV
Energy above the lowest of the compared OMol25 structures with the same formula, charge and spin   0.0000 eV
LUMO   0.585 eV
SMILES   COC[C@H](C)N.COC[C@H](C)N.CC(C)O.CC(C)O.CC(C)O.CC(C)O.CCO.CCO.CCO.CCO

The geometry in ORCA input format:
```
! wB97M-V def2-TZVPD RIJCOSX def2/J DEFGRID3
* xyz 0 1
C 1.8395 0.6735 -3.1691
O 2.8566 1.6683 -3.3659
C 3.8479 1.6974 -2.3570
C 4.9155 2.7111 -2.6649
C 5.5999 2.3767 -3.9865
N 5.8377 2.6853 -1.5047
H 1.1007 0.8134 -3.9477
H 1.3797 0.7608 -2.1639
H 2.2546 -0.3615 -3.1354
H 3.3889 1.9896 -1.3940
H 4.3244 0.7202 -2.3255
H 4.3501 3.6868 -2.8412
H 4.8193 2.4394 -4.7554
H 5.9649 1.3503 -3.9824
H 6.5035 2.9589 -4.2212
H 6.4924 3.4625 -1.6964
H 5.3538 3.0209 -0.7009
C -5.0421 0.6226 -1.9417
O -5.2457 -0.6463 -2.2784
C -4.1572 -1.4449 -1.8097
C -4.4016 -2.8757 -1.9365
C -5.5856 -3.4219 -1.1186
N -3.1719 -3.6054 -1.5968
H -6.0433 1.0725 -1.9898
H -4.2835 1.2097 -2.5124
H -4.7389 0.7465 -0.8592
H -3.2466 -1.1025 -2.3636
H -4.0076 -1.2148 -0.6836
H -4.6220 -3.0850 -2.9941
H -5.9744 -4.3784 -1.4171
H -6.2835 -2.6319 -1.0680
H -5.2606 -3.5473 -0.0763
H -2.5272 -3.6240 -2.4143
H -3.4519 -4.6223 -1.4965
C 2.4043 -4.7037 0.2849
C 0.9504 -5.1306 0.2056
C 0.2338 -4.8333 -1.1058
O 0.8872 -6.5670 0.5099
H 2.4996 -3.6257 0.1928
H 3.1850 -5.1007 -0.3644
H 2.5915 -4.9270 1.3642
H 0.5024 -4.6312 1.0481
H -0.7222 -5.3107 -0.9737
H 0.7819 -5.3824 -1.9820
H 0.1626 -3.7406 -1.3217
H 1.1253 -6.8955 -0.3263
C 2.6322 4.4357 1.0518
C 1.9948 5.0124 -0.1454
C 2.9906 5.8275 -0.9555
O 1.3043 3.9385 -0.8662
H 3.3958 5.0209 1.4904
H 2.9851 3.4821 0.7247
H 1.8457 4.2801 1.7797
H 1.1370 5.7259 0.0996
H 2.9122 6.8064 -0.4167
H 2.5955 6.1151 -1.8975
H 4.0566 5.5803 -1.0428
H 1.2804 4.1887 -1.8099
C -0.6123 4.8260 -4.7671
C 0.6539 3.9483 -4.5408
C 1.3497 3.4457 -5.8478
O 1.6190 4.6002 -3.7333
H -0.2750 5.7024 -5.3043
H -0.9861 5.0641 -3.7393
H -1.4259 4.3578 -5.3021
H 0.2714 3.0593 -4.0932
H 1.6083 4.2668 -6.5312
H 0.7160 2.6656 -6.2788
H 2.2317 2.8679 -5.5142
H 2.4588 4.1557 -3.7126
C 1.6128 -0.5103 6.3322
C 1.5617 0.9679 6.7350
C 1.5437 1.8273 5.5105
O 0.2872 0.9340 7.4270
H 2.6329 -0.7926 5.9795
H 0.8931 -0.6647 5.5696
H 1.2913 -1.0853 7.2075
H 2.4178 1.1561 7.3875
H 0.7815 1.4115 4.8573
H 2.4793 1.6896 4.9839
H 1.3153 2.8693 5.6115
H 0.0220 1.8442 7.5512
C -3.4089 -5.3835 2.3170
C -1.9326 -5.2556 1.9167
O -1.6648 -4.0219 1.2241
H -4.0750 -5.2085 1.5089
H -3.6926 -4.6204 3.0340
H -3.6230 -6.3887 2.7674
H -1.5187 -6.1348 1.3900
H -1.4612 -5.1398 2.8675
H -2.3818 -3.8935 0.5461
C 1.9483 -0.4585 1.9331
C 0.8369 -1.4658 2.1512
O 0.2409 -1.7731 0.9045
H 1.6665 0.6017 1.7854
H 2.4183 -0.7758 1.0104
H 2.6763 -0.4716 2.7557
H 0.1229 -1.1332 2.9341
H 1.3460 -2.3622 2.5066
H -0.3219 -2.5765 1.0528
C -4.8126 -0.7156 3.3002
C -4.0060 -1.6675 2.4407
O -2.9028 -2.0367 3.0533
H -4.1041 -0.2315 4.0110
H -5.6094 -1.2232 3.8685
H -5.1273 0.1410 2.6655
H -3.9490 -1.1113 1.4882
H -4.7237 -2.4522 2.2699
H -2.3235 -2.6947 2.6356
C -1.3306 1.3559 1.4025
C -1.1304 1.3940 -0.1217
O -1.1415 0.0793 -0.6581
H -0.5256 0.8385 1.8914
H -2.2889 0.7353 1.7028
H -1.4482 2.3684 1.8212
H -0.2159 1.9152 -0.3341
H -1.9161 1.9727 -0.5976
H -0.5858 -0.4825 -0.0083
*
```

***

(4)
Molecular formula: C19H25N5OS
Method: DFT, ωB97M-V with the def2-TZVPD basis set

Gap between HOMO and LUMO   7.8 eV
HOMO level   -7.933 eV
Energy above the lowest of the compared OMol25 structures with the same formula, charge and spin   0.3264 eV
LUMO   -0.178 eV
SMILES   COCCCNC(=S)NCCNc1nc2c(C)c(C)ccc2cc1C#N

The geometry in ORCA input format:
```
! wB97M-V def2-TZVPD RIJCOSX def2/J DEFGRID3
* xyz 0 1
C -0.6705 -2.4497 0.3818
O 0.4143 -1.6394 0.7574
C 0.3000 -1.1279 2.0682
C 1.5033 -0.2373 2.3511
C 2.8391 -1.0037 2.2317
N 3.8101 -0.3078 1.4257
C 3.8304 -0.2338 0.0745
S 4.9499 0.7721 -0.6295
N 2.9948 -1.0213 -0.6352
C 2.9730 -0.9755 -2.0757
C 1.8548 -0.0628 -2.6147
N 1.7544 1.1424 -1.8317
C 0.6659 1.3931 -1.0731
N -0.4356 0.7223 -1.3223
C -1.5460 0.9340 -0.5940
C -2.7221 0.2102 -0.9160
C -2.7183 -0.7023 -2.1033
C -3.8554 0.3754 -0.1441
C -5.1075 -0.3815 -0.4652
C -3.8468 1.2629 0.9482
C -2.7370 1.9971 1.2559
C -1.5667 1.8563 0.4892
C -0.3962 2.5979 0.7344
C 0.7218 2.3944 -0.0387
C 1.9045 3.1144 0.2155
N 2.8634 3.6965 0.4590
H -1.6128 -1.8968 0.4547
H -0.4985 -2.7414 -0.6517
H -0.7308 -3.3438 1.0148
H 0.2580 -1.9593 2.7896
H -0.6297 -0.5464 2.1609
H 1.3920 0.2001 3.3428
H 1.5039 0.5776 1.6256
H 3.2805 -1.1569 3.2179
H 2.6608 -1.9862 1.7877
H 4.3922 0.3816 1.8776
H 2.1560 -1.3696 -0.1851
H 3.9467 -0.5958 -2.3955
H 2.8363 -1.9880 -2.4639
H 0.8834 -0.5560 -2.5469
H 2.0631 0.1819 -3.6606
H 2.6262 1.6025 -1.5984
H -3.0001 -1.7165 -1.8223
H -3.4341 -0.3532 -2.8473
H -1.7280 -0.7115 -2.5463
H -5.4487 -0.1427 -1.4720
H -4.9297 -1.4562 -0.4263
H -5.9002 -0.1358 0.2367
H -4.7447 1.3693 1.5398
H -2.7413 2.6931 2.0827
H -0.3784 3.3242 1.5361
*
```

***

(5)
Molecular formula: C11H17B2N7Pt
Method: DFT, ωB97M-V with the def2-TZVPD basis set

Expectation value of S²   2.028
Gap between HOMO and LUMO (spin up / spin down)   7.3 / 5.0 eV
HOMO level (spin up / spin down)   -15.765 / -15.585 eV
Energy above the lowest of the compared OMol25 structures with the same formula, charge and spin   1.7553 eV
LUMO (spin up / spin down)   -8.448 / -10.605 eV

The geometry in ORCA input format:
```
! wB97M-V def2-TZVPD RIJCOSX def2/J DEFGRID3
* xyz 2 3
C -0.5102 -2.6181 -1.0830
N -0.7568 -1.3093 -0.7725
N -0.7011 -0.5916 -1.9760
C -0.6883 -1.4786 -3.0183
C -0.5319 -2.7608 -2.4986
B -0.6860 0.9497 -2.2039
N -1.6977 1.4141 -1.0990
N -1.9893 0.8729 0.1627
C -2.9688 1.5981 0.7422
C -3.4282 2.4973 -0.2208
C -2.6542 2.3267 -1.3597
Pt -1.2456 -0.6445 1.2366
N 0.7335 1.7201 -2.3416
N 1.6420 1.7324 -1.3057
C 2.7537 2.3413 -1.7195
C 2.5839 2.8066 -3.0602
C 1.2787 2.4117 -3.4074
H 3.6237 2.4198 -1.0601
H 0.7129 2.5660 -4.3194
H 3.3089 3.3363 -3.6503
H -1.2053 1.1632 -3.2787
H -2.7055 2.7660 -2.3391
H -0.8342 -1.1414 -4.0423
H -4.2306 3.1810 -0.1059
H -0.5078 -3.6748 -3.0904
H -3.2835 1.3910 1.7679
H -0.3261 -3.4084 -0.3402
H -0.2653 0.9425 1.9099
C -0.7080 0.5198 2.8510
H -1.3476 1.3187 3.2426
H -1.3592 -0.4782 2.8969
H 0.1663 0.3296 3.4797
B 2.2431 -2.6871 3.1792
C 1.3163 -1.9588 2.2285
N 0.4801 -1.4044 1.5909
H 2.7991 -3.6209 2.6409
H 1.5681 -3.0739 4.1407
H 3.0718 -1.8697 3.5324
*
```

***

(6)
Molecular formula: C5H11NO2
Method: DFT, ωB97M-V with the def2-TZVPD basis set

Gap between HOMO and LUMO   8.7 eV
HOMO level   -7.907 eV
Energy above the lowest of the compared OMol25 structures with the same formula, charge and spin   3.3596 eV
LUMO   0.778 eV
SMILES   N/C=C/CCC=O.O

The geometry in ORCA input format:
```
! wB97M-V def2-TZVPD RIJCOSX def2/J DEFGRID3
* xyz 0 1
N -1.9284 0.7332 1.9078
C -0.8633 0.8615 1.0450
C -1.0212 0.7312 -0.2489
C 0.1128 0.8765 -1.1723
C 0.3720 -0.3975 -2.0007
C 0.0939 -1.5487 -0.8957
O 1.0555 -2.2673 -0.6635
H -1.7712 0.2573 2.7986
H -2.8629 0.7644 1.4557
H 0.0411 0.7546 1.5310
H -2.0213 0.4363 -0.7243
H -0.0102 1.8798 -1.6014
H 1.1776 1.1806 -0.8216
H -0.2882 -0.4126 -2.8329
H 1.3244 -0.3315 -2.4030
H -0.9020 -1.6382 -0.5366
O 2.4762 -0.2698 1.5695
H 1.8954 -0.6478 2.2524
H 3.1199 -0.9621 1.3410
*
```

***

Q: Which E_tot values were calculated for the entries above? A: -7890.78331, -4772.35730, -1975.34728, -1486.25419, -980.81705, -402.25468, in Ha.
Q: Which strongest force on any atom values were calculated for the entries above? A: 7.628, 1.017, 4.418, 1.124, 8.384, 5.804, in eV Å⁻¹.